# C6H7OPS

The molecule C6H7OPS in a non-equilibrium geometry (the ωB97M-V functional and the def2-TZVPD basis, OMol25).

CARTESIAN COORDINATES (ANGSTROEM)
C: -1.106 -0.984 -3.234
C: -0.479 -0.862 -2.213
C: 1.336 0.011 -0.849
C: 0.234 -0.774 -1.010
C: 2.058 0.093 0.361
C: -1.410 1.135 1.523
O: -0.088 -0.609 3.172
P: -0.069 -0.111 1.801
S: -0.410 -1.696 0.350
H: -1.635 -1.090 -4.134
H: 1.579 0.704 -1.649
H: 2.320 -0.822 0.873
H: 2.698 0.936 0.546
H: -2.343 0.618 1.748
H: -1.272 1.958 2.218
H: -1.411 1.494 0.498

Molar mass = 158.16 g mol⁻¹
Highest occupied orbital energy (alpha / beta) = -7.98 / -7.98 eV
Relative energy (zero: lowest compared OMol25 entry of this formula, charge and spin) = 46.7 kJ/mol
HOMO-LUMO gap (alpha / beta) = 7.0 / 7.0 eV
E_tot = -28504.10755 eV

These are the natural (NBO) partial charges, in e, on atoms 1 to 8: C -0.178; C -0.057; C -0.232; C -0.245; C -0.458; C -1.007; O -1.045; P 1.589